Below is one molecule with the formula C4H9NO, with properties calculated with ωB97M-V with the def2-TZVPD basis set.

Values from the calculation:
- Maximum force: 0.480 eV Å⁻¹
- HOMO energy: -7.708 eV
- Electronic energy: -7826.07318 eV
- Total charge: 0
- Orbital gap: 0.3186 Ha
- Relative energy (zero: lowest compared OMol25 entry of this formula, charge and spin): 602.7 kJ/mol

Positions of all 15 atoms, in Å:
C -1.137 -1.172 0.405
C 0.132 -0.375 0.646
C 0.968 0.028 -0.931
O 2.308 -0.001 -0.595
C -0.070 1.272 -0.007
N -0.134 0.867 1.363
H -2.024 -0.584 0.107
H -0.986 -1.970 -0.330
H -1.379 -1.655 1.362
H 0.542 -0.897 -1.338
H 0.924 0.728 -1.785
H 2.309 -0.544 0.212
H -0.999 1.357 -0.570
H 0.659 2.058 -0.186
H -1.114 0.888 1.646


Below is one molecule with the formula C4H9NO in a non-equilibrium geometry, with properties calculated with ωB97M-V with the def2-TZVPD basis set.

Values from the calculation:
- Maximum force: 7.308 eV Å⁻¹
- HOMO energy: -7.644 eV
- SMILES string: CC(C)=[N+](C)[O-]
- Electronic energy: -7828.37283 eV
- Total charge: 0
- Orbital gap: 0.3128 Ha
- Relative energy (zero: lowest compared OMol25 entry of this formula, charge and spin): 380.8 kJ/mol

Positions of all 15 atoms, in Å:
C 0.389 -1.905 -0.132
C 0.075 -0.496 -0.146
C 1.173 0.491 -0.011
N -1.304 -0.161 0.018
C -1.699 1.168 0.225
O -2.156 -1.025 0.013
H -0.381 -2.664 -0.568
H 0.601 -2.262 0.917
H 1.329 -2.145 -0.768
H 0.862 1.505 -0.253
H 1.487 0.524 1.015
H 1.995 0.047 -0.658
H -0.895 1.724 0.656
H -2.641 1.209 0.828
H -2.084 1.729 -0.671


Below is a 2-piece molecular cluster, C4H9NO overall, with properties calculated with ωB97M-V with the def2-TZVPD basis set.

Values from the calculation:
- Maximum force: 0.429 eV Å⁻¹
- HOMO energy: -7.272 eV
- Electronic energy: -7828.20124 eV
- Total charge: 0
- Orbital gap: 0.2947 Ha
- Relative energy (zero: lowest compared OMol25 entry of this formula, charge and spin): 397.4 kJ/mol

Positions of all 15 atoms, in Å:
C -1.447 -0.905 0.394
N -0.585 -0.023 -0.409
C -0.893 1.270 -0.435
C 0.463 -0.601 -0.999
C 1.961 0.430 0.792
O 3.131 0.231 0.570
H -2.122 -1.443 -0.274
H -2.019 -0.309 1.105
H -0.822 -1.619 0.934
H -1.776 1.617 0.080
H 1.391 1.284 0.367
H -0.330 1.915 -1.097
H 1.033 -0.031 -1.718
H 0.626 -1.658 -0.857
H 1.389 -0.157 1.546


Below is one molecule with the formula C4H9NO in a non-equilibrium geometry, with properties calculated with ωB97M-V with the def2-TZVPD basis set.

Values from the calculation:
- Maximum force: 1.138 eV Å⁻¹
- HOMO energy: -9.608 eV
- SMILES string: C[C@H]1N[C@H]1CO
- Electronic energy: -7830.02601 eV
- Total charge: 0
- Orbital gap: 0.3883 Ha
- Relative energy (zero: lowest compared OMol25 entry of this formula, charge and spin): 221.3 kJ/mol

Positions of all 15 atoms, in Å:
C 1.658 -0.279 -0.343
C 0.376 0.229 -0.994
N -0.954 -0.463 -0.961
C -0.723 0.712 -0.130
C -0.784 0.259 1.330
O -0.572 -1.126 1.463
H 2.181 0.538 0.185
H 1.418 -1.027 0.413
H 2.368 -0.688 -1.068
H 0.459 0.562 -2.016
H -1.466 -0.162 -1.789
H -1.237 1.648 -0.348
H -1.789 0.528 1.689
H -0.045 0.773 1.952
H -0.889 -1.504 0.617


Below is one molecule with the formula C4H9NO, with properties calculated with ωB97M-V with the def2-TZVPD basis set.

Values from the calculation:
- Maximum force: 0.743 eV Å⁻¹
- HOMO energy: -6.716 eV
- Electronic energy: -7828.09622 eV
- Total charge: 0
- Orbital gap: 0.2707 Ha
- Relative energy (zero: lowest compared OMol25 entry of this formula, charge and spin): 407.5 kJ/mol

Positions of all 15 atoms, in Å:
C -1.633 -0.671 -0.294
C -0.462 1.391 -0.066
O -0.407 1.751 1.090
C -0.225 -0.051 -0.438
C 2.092 0.208 -0.036
N 0.821 -0.493 0.504
H -2.059 -0.509 0.705
H -2.321 -0.195 -1.008
H -1.614 -1.737 -0.518
H -0.914 2.014 -0.856
H 0.571 -0.064 1.404
H 0.188 -0.182 -1.441
H 2.619 0.587 0.844
H 2.684 -0.598 -0.491
H 0.829 -1.513 0.631


Below is one molecule with the formula C4H9NO, with properties calculated with ωB97M-V with the def2-TZVPD basis set.

Values from the calculation:
- Maximum force: 0.341 eV Å⁻¹
- HOMO energy: -9.642 eV
- SMILES string: CCNC(C)=O
- Electronic energy: -7832.12601 eV
- Total charge: 0
- Orbital gap: 0.3880 Ha
- Relative energy (zero: lowest compared OMol25 entry of this formula, charge and spin): 18.7 kJ/mol

Positions of all 15 atoms, in Å:
C -2.221 0.490 0.131
C -1.196 -0.390 -0.578
N 0.164 0.094 -0.438
C 1.098 -0.558 0.312
C 2.475 0.078 0.334
O 0.856 -1.584 0.928
H -3.232 0.100 -0.026
H -2.195 1.518 -0.248
H -2.025 0.517 1.208
H -1.198 -1.398 -0.155
H -1.437 -0.472 -1.645
H 0.422 0.951 -0.901
H 2.590 0.910 -0.368
H 3.213 -0.693 0.099
H 2.685 0.436 1.346


Below is C4H9NO as an isolated structure in a non-equilibrium geometry, with properties calculated with ωB97M-V with the def2-TZVPD basis set.

Values from the calculation:
- Maximum force: 4.599 eV Å⁻¹
- HOMO energy: -7.097 eV
- Electronic energy: -7825.67625 eV
- Total charge: 0
- Orbital gap: 0.2864 Ha
- Relative energy (zero: lowest compared OMol25 entry of this formula, charge and spin): 641.0 kJ/mol

Positions of all 15 atoms, in Å:
C -0.748 0.204 -0.113
C -1.548 -1.020 0.025
C -1.356 1.551 -0.228
C 3.034 -0.228 0.343
N 2.151 0.675 -0.226
O 0.506 0.031 -0.109
H -2.512 -0.717 -0.488
H -1.575 -1.116 1.122
H -1.164 -1.988 -0.302
H -1.100 1.869 -1.256
H -2.471 1.535 -0.322
H -1.062 2.171 0.705
H 3.975 0.261 0.100
H 2.983 -1.151 -0.079
H 3.172 -0.358 1.519


Below is one molecule with the formula C4H9NO in a non-equilibrium geometry, with properties calculated with ωB97M-V with the def2-TZVPD basis set.

Values from the calculation:
- Maximum force: 1.490 eV Å⁻¹
- HOMO energy: -9.570 eV
- SMILES string: NCCCC=O
- Electronic energy: -7830.94287 eV
- Total charge: 0
- Orbital gap: 0.3845 Ha
- Relative energy (zero: lowest compared OMol25 entry of this formula, charge and spin): 132.9 kJ/mol

Positions of all 15 atoms, in Å:
N -0.174 2.181 0.278
C -0.295 1.033 1.199
C 0.176 -0.337 0.675
C -0.175 -0.613 -0.767
C 0.300 -1.953 -1.261
O 0.956 -2.705 -0.584
H 0.812 2.399 0.148
H -0.482 1.940 -0.656
H -1.374 0.973 1.376
H 0.238 1.297 2.108
H 1.263 -0.341 0.804
H -0.192 -1.149 1.304
H 0.281 0.123 -1.446
H -1.246 -0.495 -0.962
H -0.087 -2.351 -2.218